(1)
DFT (ωB97M-V/def2-TZVPD) results for a molecular structure, C38H41N4O8S4Sr.

Summary:
HOMO level in eV: -10.239
Net charge: +1
Lowest unoccupied orbital energy in eV: -2.9
Relative energy (zero: lowest compared OMol25 entry of this formula, charge and spin) in kJ/mol: 85.4
Calculated total energy in eV: -106587.9778
2S+1: 1

Each line ends with the Löwdin charge.
Element x y z (Å)
Sr 0.46894 -0.25173 -0.00805  1.44
O -2.96818 -2.07677 -0.53670  0.08
C -2.38659 -0.86229 -0.24477  -0.63
O -1.62693 -0.84538 0.77946  -0.24
C -3.42858 0.25356 -0.41598  -0.06
O -3.42756 0.89248 -1.68693  -0.14
C -3.25993 -0.00196 -2.76944  -0.07
C -1.84166 -0.53693 -2.77623  -0.52
O -1.21779 -0.82131 -3.76931  0.09
O -1.32426 -0.64979 -1.56616  -0.17
H -2.38686 -2.74318 -0.14470  0.12
H -4.41016 -0.19562 -0.23631  0.15
H -3.21721 1.01873 0.32967  0.11
H -3.96135 -0.84213 -2.71371  0.15
H -3.43170 0.54257 -3.69463  0.15
S 2.47316 0.37520 5.63754  1.05
C 3.25951 0.36313 7.15381  -0.39
C 3.92454 -0.80453 7.36302  -0.16
C 3.79344 -1.70687 6.27572  -0.11
C 3.02920 -1.20803 5.25746  -0.48
C 2.67333 -1.86137 3.99202  -0.19
C 2.01939 -1.14832 2.97128  -0.11
N 1.66715 -1.67743 1.82082  0.04
C 1.91774 -2.97998 1.57244  -0.14
C 2.57474 -3.77941 2.52360  -0.12
C 2.84219 -5.16287 2.24149  -0.01
C 2.46960 -5.70702 1.06795  -0.01
C 1.79877 -4.92127 0.06827  -0.12
C 1.40653 -5.47625 -1.15999  0.06
C 0.77324 -4.70210 -2.10644  -0.17
C 0.54869 -3.34922 -1.77150  -0.07
N 0.89814 -2.80717 -0.62679  0.06
C 1.51893 -3.56857 0.30209  -0.14
C 0.34100 -5.23021 -3.40402  -0.48
C 0.55437 -6.48761 -3.90535  -0.11
C -0.00804 -6.66682 -5.19222  -0.17
C -0.63636 -5.54375 -5.64069  -0.40
S -0.55071 -4.26807 -4.51485  1.09
C 2.94263 -3.19083 3.74107  0.07
H 3.19310 1.21544 7.80936  0.07
H 4.49037 -1.01520 8.25744  0.11
H 4.25940 -2.68052 6.25459  0.11
H 1.79027 -0.09526 3.10253  0.08
H 3.34817 -5.75573 2.99257  0.12
H 2.66986 -6.74933 0.85549  0.12
H 1.61014 -6.52344 -1.34306  0.12
H 0.06511 -2.67671 -2.47542  0.08
H 1.09909 -7.25925 -3.38204  0.11
H 0.05278 -7.58396 -5.75772  0.11
H -1.14581 -5.39928 -6.57912  0.07
H 3.43660 -3.80426 4.48401  0.13
C 2.59032 0.01196 -2.77170  -0.06
O 2.58728 -0.31149 -1.37930  -0.35
C 3.71903 0.12111 -0.63830  -0.18
C 3.50795 1.49018 -0.03836  -0.19
O 2.44598 1.41228 0.91863  -0.31
C 2.36029 2.59214 1.69604  -0.09
H 3.44883 -0.46166 -3.25217  0.10
H 2.61771 1.09352 -2.92325  0.08
H 1.66712 -0.37871 -3.19819  0.09
H 4.60873 0.10184 -1.27352  0.14
H 3.86404 -0.59803 0.17143  0.13
H 3.24184 2.23401 -0.79700  0.12
H 4.43035 1.80746 0.46149  0.14
H 2.27725 3.47224 1.04987  0.09
H 3.23841 2.69669 2.33977  0.10
H 1.47041 2.50873 2.32157  0.07
S 0.23406 2.44564 -1.54968  0.65
C -0.92517 3.39511 -0.74215  -0.83
N -2.21640 3.45345 -1.06189  0.05
C -2.99752 4.17887 -0.06225  -0.11
C -1.90643 4.78860 0.84391  -0.12
N -0.67733 4.23161 0.27797  0.04
H -2.60968 2.70233 -1.61730  0.11
H -3.64384 3.49311 0.48780  0.11
H -3.61431 4.94215 -0.53299  0.12
H -2.02236 4.47428 1.87791  0.10
H -1.89629 5.87651 0.78568  0.12
H 0.15528 4.08730 0.82092  0.10
C -1.05021 1.94597 4.80908  -0.22
S -1.19491 1.15927 3.20224  0.88
O -2.06316 2.05712 2.37913  -0.52
C -2.16187 -0.24927 3.70980  -0.41
C -3.52684 -0.22271 3.48278  -0.07
C -4.28564 -1.32277 3.85747  -0.06
C -3.67604 -2.42065 4.44788  -0.07
C -2.30513 -2.42843 4.66806  -0.07
C -1.53558 -1.33844 4.29207  -0.08
H -2.05167 2.17699 5.17000  0.07
H -0.47126 2.85933 4.68123  0.05
H -0.54006 1.27032 5.49448  0.03
H -3.97187 0.63997 3.00529  0.11
H -5.35346 -1.32388 3.68371  0.11
H -4.27143 -3.27627 4.73741  0.11
H -1.83651 -3.28804 5.12880  0.11
H -0.46228 -1.34580 4.45009  0.10



(2)
DFT (ωB97M-V/def2-TZVPD) results for a molecular structure, C38H42AsF6NO5P2S5SbSiTi in a non-equilibrium geometry.

Summary:
HOMO level in eV: -4.493
Net charge: -1
Lowest unoccupied orbital energy in eV: 2.2
Relative energy (zero: lowest compared OMol25 entry of this formula, charge and spin) in kJ/mol: 109.6
Calculated total energy in eV: -239250.2812
2S+1: 1

Each line ends with the Löwdin charge.
Element x y z (Å)
Ti -0.20408 0.03407 0.09831  0.35
C 1.89256 -3.94799 2.16513  -0.31
P 2.18629 -3.09077 0.55818  0.87
C 3.81947 -3.83053 0.15516  -0.29
C 1.14745 -4.15055 -0.55414  -0.42
C -0.34071 -4.13946 -0.19009  -0.41
P -1.20032 -2.51826 -0.36631  0.85
C -1.92678 -2.66866 -2.03166  -0.25
C -2.63848 -2.83960 0.69759  -0.27
H 1.90452 -5.03628 2.06374  0.04
H 0.94925 -3.61604 2.60043  0.01
H 2.68273 -3.64862 2.85590  0.03
H 3.82991 -4.90765 0.34326  0.05
H 4.59075 -3.35229 0.76268  0.05
H 4.05650 -3.64543 -0.89026  -0.02
H 1.52412 -5.17879 -0.52270  0.08
H 1.29298 -3.78603 -1.57745  0.06
H -0.47867 -4.44717 0.84798  0.07
H -0.89378 -4.86041 -0.80246  0.08
H -2.49511 -3.59429 -2.14274  0.05
H -1.13194 -2.62700 -2.77739  0.04
H -2.58010 -1.81333 -2.20304  0.02
H -3.02734 -3.84760 0.53882  0.05
H -3.41008 -2.10354 0.47684  0.02
H -2.33086 -2.71113 1.73717  0.03
S 2.14813 1.96700 4.12598  -0.32
Sb 2.32055 0.01658 2.96594  0.28
S 0.00177 -0.53227 2.44654  -0.05
S 2.40301 0.84999 0.55010  0.19
F 0.61595 0.75976 -5.56916  0.13
C 0.59743 -0.07463 -4.52605  -0.65
F 1.77686 -0.71010 -4.49697  0.12
F -0.34011 -1.00329 -4.77465  0.11
S 0.27768 0.81754 -2.93329  0.57
O 0.19335 -0.34908 -2.01054  -0.48
O 1.41036 1.68930 -2.78296  -0.25
N -1.07304 1.47402 -3.23889  -0.36
S -2.33128 1.10717 -2.27678  0.89
O -2.88144 2.30512 -1.60503  -0.43
O -0.31724 1.58225 -0.31869  -0.45
C -3.49313 0.86017 -3.68978  -0.75
F -3.13877 -0.17598 -4.44958  0.11
F -3.61675 1.92602 -4.46392  0.14
F -4.71353 0.56362 -3.20168  0.09
O -2.19153 0.06366 0.58597  -0.66
As -2.87309 1.26339 1.55790  1.27
C -4.68774 1.39532 1.00656  -0.30
C -5.57659 2.18328 1.72523  -0.09
C -6.90750 2.23790 1.33829  -0.08
C -7.34059 1.49982 0.24318  -0.08
C -6.44670 0.70763 -0.46543  -0.07
C -5.11397 0.65354 -0.08346  -0.09
C -3.03290 0.60047 3.35296  -0.32
C -3.78457 -0.55618 3.52550  -0.10
C -3.89343 -1.12687 4.78506  -0.08
C -3.25771 -0.53715 5.86806  -0.08
C -2.51981 0.62616 5.69589  -0.07
C -2.40693 1.20088 4.43817  -0.09
C -2.01114 2.96656 1.59292  -0.30
C -0.74520 3.06727 2.16616  -0.14
C -0.10230 4.29182 2.17763  -0.06
C -0.72188 5.40311 1.62343  -0.07
C -1.98186 5.29554 1.04883  -0.08
C -2.63286 4.07140 1.02570  -0.10
H -5.23409 2.75162 2.58240  0.11
H -7.60457 2.85580 1.88955  0.10
H -8.37825 1.54609 -0.06138  0.10
H -6.78135 0.14222 -1.32545  0.10
H -4.39728 0.05414 -0.63289  0.08
H -4.27411 -1.01753 2.67409  0.10
H -4.46939 -2.03393 4.91898  0.10
H -3.33404 -0.98851 6.84923  0.10
H -2.00897 1.07945 6.53504  0.11
H -1.80663 2.08871 4.30947  0.10
H -0.23206 2.20330 2.56822  0.01
H 0.89019 4.34996 2.60653  0.08
H -0.21181 6.35863 1.62275  0.10
H -2.45009 6.15931 0.59497  0.10
H -3.58852 3.96954 0.53483  0.10
C 6.05852 4.10189 -2.28775  -0.10
C 5.77442 2.94633 -3.00015  -0.09
C 5.29044 1.82379 -2.33741  -0.09
C 5.08224 1.84447 -0.95865  -0.31
C 5.36632 3.01872 -0.25814  -0.11
C 5.85290 4.13693 -0.91503  -0.10
Si 4.37630 0.38046 -0.04412  0.31
C 4.60065 -1.13851 -1.10821  -0.33
C 5.87310 -1.69764 -1.23309  -0.11
C 6.09232 -2.81044 -2.02900  -0.09
C 5.03196 -3.38563 -2.71994  -0.11
C 3.76113 -2.83891 -2.61103  -0.13
C 3.54890 -1.72334 -1.80941  -0.17
H 6.43191 4.97897 -2.80258  0.09
H 5.92068 2.91911 -4.07298  0.10
H 5.06381 0.92727 -2.90208  0.10
H 5.18747 3.06459 0.81115  0.10
H 6.06340 5.04172 -0.35707  0.10
H 5.19668 0.17596 1.18211  0.00
H 6.70692 -1.26090 -0.69289  0.11
H 7.08659 -3.23289 -2.10836  0.10
H 5.19756 -4.25594 -3.34288  0.10
H 2.93312 -3.27519 -3.15522  0.11
H 2.55384 -1.31304 -1.71570  0.07



(3)
DFT (ωB97M-V/def2-TZVPD) results for a molecular structure, C38H42AsI2N4ORb in a non-equilibrium geometry.

Summary:
HOMO level in eV: -1.525
Net charge: -2
Lowest unoccupied orbital energy in eV: 3.6
Relative energy (zero: lowest compared OMol25 entry of this formula, charge and spin) in kJ/mol: 13.1
Calculated total energy in eV: -125789.1461
2S+1: 1

Each line ends with the Löwdin charge.
Element x y z (Å)
Rb 7.71324 -17.76236 -9.20250  0.50
C 7.19350 -14.93853 -5.35925  -0.05
C 8.21126 -15.65661 -6.06997  -0.16
N 8.30710 -16.95480 -6.05868  0.09
C 7.43110 -17.70729 -5.33613  -0.15
C 6.38988 -17.10092 -4.59776  -0.18
C 6.30982 -15.69485 -4.63765  -0.04
C 5.57301 -17.88876 -3.73776  -0.09
C 5.80998 -19.23945 -3.71467  -0.12
C 6.79979 -19.90249 -4.48175  -0.05
C 7.55686 -19.16966 -5.37853  -0.25
N 8.31835 -19.67864 -6.36843  0.07
C 8.83714 -20.91056 -6.35839  -0.28
C 9.38393 -21.64190 -5.30392  -0.06
C 10.13631 -22.81686 -5.52731  -0.13
C 10.29778 -23.38117 -6.77915  -0.09
C 9.69679 -22.71444 -7.89262  -0.18
C 9.83349 -23.17363 -9.23899  -0.03
C 9.33075 -22.40907 -10.27078  -0.06
C 8.61479 -21.25031 -9.91307  -0.18
N 8.44535 -20.79847 -8.71535  0.07
C 9.01042 -21.49800 -7.69502  -0.16
H 7.14344 -13.84361 -5.31285  0.11
H 8.96269 -15.13967 -6.65081  0.07
H 5.56386 -15.21238 -4.00120  0.11
H 4.84685 -17.38353 -3.09709  0.09
H 5.14123 -19.86703 -3.09346  0.10
H 6.81084 -20.96084 -4.47601  0.08
H 9.34355 -21.12808 -4.32949  0.11
H 10.67589 -23.29596 -4.71608  0.08
H 10.91347 -24.27072 -6.93122  0.09
H 10.39051 -24.08383 -9.45785  0.10
H 9.36891 -22.78719 -11.29776  0.11
H 8.10251 -20.62504 -10.68323  0.09
I 9.12832 -13.72937 -9.64246  0.85
C 7.48084 -12.85689 -8.63446  -0.63
C 7.63347 -11.53895 -8.23678  -0.20
C 6.56136 -10.89270 -7.61771  -0.14
C 5.39698 -11.54332 -7.32780  -0.07
C 5.30617 -12.94953 -7.64423  -0.17
C 4.18134 -13.74577 -7.19705  -0.08
C 4.08961 -15.08504 -7.55872  -0.13
C 5.02636 -15.64279 -8.44437  -0.21
C 6.23495 -15.01894 -8.87414  -0.17
C 6.34122 -13.65511 -8.38633  -0.32
H 8.50449 -10.96097 -8.40106  0.06
H 6.71894 -9.86070 -7.29714  0.09
H 4.59818 -11.00183 -6.83569  0.09
H 3.42738 -13.26243 -6.56319  0.09
H 3.26606 -15.70600 -7.20590  0.09
H 4.79429 -16.61768 -8.86096  0.05
C 11.13640 -20.16356 -12.20976  -0.19
C 9.98745 -19.80119 -13.17841  -0.45
As 9.39652 -17.95942 -12.86414  1.21
C 10.69649 -16.88020 -13.82489  -0.46
C 11.35945 -17.60428 -14.96377  -0.21
C 7.92658 -17.99650 -14.17339  -0.43
C 6.98140 -16.86103 -13.79160  -0.20
H 11.37663 -21.24434 -12.24506  0.06
H 10.93049 -19.93277 -11.18944  0.03
H 12.09545 -19.64204 -12.47764  0.07
H 9.05247 -20.32687 -12.95418  0.01
H 10.26327 -19.95760 -14.24269  0.07
H 11.39728 -16.39109 -13.15576  0.05
H 10.07104 -16.07717 -14.24892  0.06
H 11.93664 -18.41816 -14.57461  0.04
H 12.02316 -16.93503 -15.55752  0.07
H 10.63507 -18.01459 -15.67044  0.06
H 7.44074 -18.91029 -14.12340  -0.03
H 8.24408 -17.89711 -15.22557  0.07
H 6.63387 -16.98103 -12.79602  0.03
H 6.07658 -16.85839 -14.39860  0.06
H 7.42595 -15.83761 -13.78727  0.07
I 4.80031 -20.58864 -14.13377  0.28
C 6.66871 -21.39610 -13.26807  -0.71
H 7.20529 -21.35047 -14.24021  -0.16
H 6.37689 -22.47659 -13.27369  -0.15
C 11.34928 -18.73080 -7.08919  -0.02
N 11.93592 -17.41032 -7.36189  -0.18
C 12.33707 -16.65998 -6.21211  -0.08
C 11.64420 -16.76771 -8.52252  -0.34
O 11.16412 -17.26565 -9.54373  -0.05
H 10.88949 -19.10692 -7.99128  0.07
H 10.58864 -18.61946 -6.30099  0.08
H 12.14313 -19.42500 -6.83045  0.09
H 12.96308 -17.23888 -5.57258  0.07
H 11.47587 -16.33782 -5.62622  0.09
H 12.92904 -15.78506 -6.46871  0.08
H 11.93933 -15.70936 -8.48501  0.12